82
Properties=species:S:1:pos:R:3:forces:R:3 method="wB97M-V/def2-TZVPD" e_homo_ev="-7.72 / -7.13" energy_ev=-96015.9859 spin_multiplicity=2 s_squared=0.795 largest_force_ev_per_a=1.25 gap_ev="6.8 / 6.1"
F -2.8014 -0.8567 4.1037 0.12 -0.06 -0.14
F -1.9438 -1.1717 6.6550 -0.04 0.03 0.05
H 2.9214 2.1605 7.6003 0.00 0.00 0.00
H -2.6996 0.2205 -2.0421 0.00 -0.01 0.01
N 0.3934 1.4041 3.0154 -0.03 0.03 -0.43
C 1.7239 3.0879 6.0751 -0.01 0.00 0.02
H 0.4871 3.7042 4.4332 0.00 0.00 -0.01
C -1.2035 2.1845 -4.1603 0.04 0.00 -0.04
H -1.5541 5.4581 -4.9406 0.00 0.00 0.00
O -1.4589 -0.2942 1.5221 0.26 0.15 -0.28
C -3.1941 -1.7282 -2.7869 0.00 0.01 0.00
F -0.0546 -1.9030 3.2194 -0.18 0.50 -0.14
H -0.9629 -4.0345 -3.8746 0.00 0.00 -0.01
C -2.7060 -2.9202 -3.3054 0.00 -0.01 0.01
O 2.6965 -0.8733 1.3696 -0.15 0.12 -0.10
H 3.0649 -0.0124 6.4232 0.00 0.00 -0.01
Tc 0.6820 -0.2399 1.7944 -0.17 -1.05 0.66
H 3.2896 -0.1059 -1.2342 -0.01 -0.04 0.04
H -4.2590 -1.5873 -2.6563 0.00 0.00 0.00
C -0.9444 -0.9048 -2.5924 -0.02 0.00 0.15
C -2.2259 3.2879 1.6493 0.01 0.01 0.00
N 0.4571 -1.9563 0.7195 -0.05 0.13 -0.13
C -1.9101 -1.5449 1.0498 -0.11 -0.11 0.14
H 0.8250 3.6641 -1.8701 -0.01 -0.01 0.00
H 5.2959 -1.0398 -2.3027 0.01 0.00 -0.01
C 3.2952 -0.2902 -2.3025 0.00 0.00 0.04
H 0.0386 5.6742 -3.0640 0.00 0.00 0.00
C 1.1512 1.6886 4.2073 0.05 0.03 0.02
C -3.3702 3.3711 0.8834 0.01 -0.02 0.01
C 3.3308 -0.7159 -5.0535 0.00 0.00 0.00
C 1.3768 -3.9571 -0.1007 0.01 0.00 0.04
C -1.6512 3.3212 -4.8201 0.00 0.00 0.00
C 4.4510 -1.0092 -4.2823 0.00 0.00 0.00
H -1.5562 1.2087 -4.4736 -0.01 0.00 0.01
C 1.8985 0.6506 4.7615 0.01 -0.02 -0.07
H -4.8735 2.2329 -0.1489 0.00 0.01 0.00
H -3.8285 4.3321 0.6947 0.00 0.00 0.00
C 2.1725 -0.0152 -3.0713 -0.06 -0.03 -0.04
H -3.8271 0.0731 0.3306 0.01 -0.01 -0.02
C 1.5191 -2.6766 0.4018 0.02 0.02 -0.01
C -0.3055 2.3106 -3.1058 -0.02 0.00 0.03
C 1.0743 2.9112 4.8707 0.03 0.02 -0.05
H -1.7894 4.1705 2.0970 0.00 0.00 0.00
O -0.1544 -5.7144 -0.6954 0.00 0.02 0.03
H 2.2644 -4.5253 -0.3522 0.00 0.01 -0.01
C 2.1843 -0.2261 -4.4489 0.01 0.01 0.01
C -1.3406 -3.1030 -3.4737 -0.01 -0.05 0.08
H 1.6636 4.0398 6.5845 0.00 0.00 0.00
C 2.5202 0.8178 5.9926 0.03 0.01 0.02
C 4.4350 -0.8005 -2.9120 -0.02 0.01 0.00
C -0.3078 4.6964 -3.3714 0.00 0.00 0.00
Te -1.0752 -1.1930 4.9720 0.00 -0.06 0.01
S 1.0235 1.2875 0.0213 -0.07 0.50 -0.02
C -3.9476 2.2049 0.4100 0.00 0.00 -0.01
H 1.3084 -0.0102 -5.0516 0.00 0.00 0.00
C -2.1606 0.9157 1.3669 -0.07 0.06 0.08
H 0.6762 -6.1745 -0.8639 -0.01 0.01 0.00
F 0.4898 -1.9488 5.8899 0.10 -0.10 0.06
H 0.6124 -2.2468 -3.2381 -0.01 -0.01 0.02
O 1.9681 -0.5018 4.0587 0.24 0.06 -0.12
C 0.0925 -4.4753 -0.2168 0.02 -0.04 -0.09
N -0.5468 2.2303 2.8586 -0.11 -0.05 0.30
H 2.0166 -1.2825 4.6324 -0.13 0.04 0.09
C -3.3537 0.9790 0.6684 0.03 -0.03 -0.07
C -1.0166 -3.7122 0.1637 -0.05 0.02 -0.07
C -1.5793 2.0765 1.9117 -0.02 -0.06 -0.04
C -2.3152 -0.7141 -2.4364 0.02 0.02 0.07
F -1.6291 -2.9585 4.8445 0.00 -0.05 0.09
H 3.3507 -0.8746 -6.1240 0.00 0.00 0.00
Sb 0.4207 0.6191 -2.0963 0.30 -0.02 -0.06
C -0.4536 -2.0998 -3.1085 0.00 -0.02 -0.02
C 2.8400 -1.9731 0.7229 -0.01 -0.08 0.03
C 0.1412 3.5662 -2.7052 -0.03 0.01 0.01
H -3.3935 -3.7100 -3.5790 0.00 0.00 0.00
H -2.3509 3.2265 -5.6401 0.00 0.00 0.00
C -1.2028 4.5734 -4.4260 0.00 0.00 0.01
O -3.0540 -1.8430 0.9884 0.03 0.08 -0.04
O 3.8755 -2.5012 0.3525 0.02 0.04 -0.03
C 2.4323 2.0325 6.6437 0.00 0.00 -0.01
C -0.7799 -2.4408 0.6235 0.03 -0.01 -0.03
H 5.3399 -1.4044 -4.7571 0.00 0.00 0.00
H -2.0183 -4.1111 0.1018 -0.01 0.00 0.00

=====

75
Properties=species:S:1:pos:R:3:forces:R:3 method="wB97M-V/def2-TZVPD" e_homo_ev="-7.13 / -7.19" energy_ev=-117247.6337 largest_force_ev_per_a=1.12 gap_ev="6.7 / 6.8"
C 2.0231 1.9269 -4.5455 0.01 -0.02 -0.06
C -2.9187 1.5486 2.3122 -0.05 -0.01 0.00
H -2.3484 -4.8559 -2.3175 -0.01 0.01 0.00
C -1.4043 3.8897 -0.2108 0.03 0.02 -0.12
C -1.4864 -4.1813 -0.4552 -0.02 0.06 -0.08
H 5.7410 -0.2255 -1.9968 0.00 0.00 0.00
C -1.4058 -2.9370 -2.4966 -0.04 -0.03 0.00
C 2.8294 2.7758 -3.8526 0.10 0.02 -0.01
H -2.9843 2.9499 3.9418 0.01 0.00 0.00
C -3.8176 1.0974 -2.7153 -0.07 -0.04 -0.03
H -2.5159 0.1036 -1.2171 0.01 -0.04 0.00
C 0.0679 4.4868 1.4681 0.09 0.08 -0.05
H -1.6282 -2.8012 -3.5464 0.02 -0.02 0.01
C -0.3859 3.0224 -0.4784 0.00 -0.08 0.01
C -2.6415 0.8894 -1.9433 0.13 0.02 -0.02
H -0.4191 -5.2629 4.1880 -0.01 0.02 -0.01
C -0.2841 1.8830 -1.5044 0.45 0.36 0.11
H 1.6971 2.0357 3.2934 -0.07 0.10 -0.09
C -1.1426 4.7371 0.9018 -0.01 0.05 0.05
H -2.3132 3.9275 -0.7953 0.01 -0.01 0.04
C 4.5845 0.0437 -0.2030 0.05 -0.06 -0.02
H 0.0734 0.9412 -4.2014 0.01 0.00 0.03
H 1.0197 -3.4039 5.0253 -0.01 0.00 -0.01
H 3.7716 3.2024 -4.1648 -0.07 -0.02 0.03
H -4.7093 0.4868 -2.6469 0.05 0.04 0.01
C -0.7300 -1.9203 -1.8051 -0.27 0.18 0.08
H -1.8275 5.4934 1.2627 0.02 -0.03 -0.02
H 1.7297 -1.7011 -1.9888 0.02 0.10 0.05
C -0.7851 -3.1228 0.1301 0.21 -0.10 0.19
C 0.8484 1.5939 -3.8211 -0.04 -0.01 0.09
C -0.1797 -4.4111 3.5622 0.06 -0.01 0.03
C 2.5500 -1.1980 -1.4928 -0.15 -0.24 -0.06
H -2.3776 -6.1285 -0.1144 -0.01 0.01 0.03
C -1.4408 -5.3966 1.6411 -0.02 -0.07 -0.09
C 4.7926 -0.3886 -1.5015 -0.04 0.01 0.03
N -0.8043 0.5141 1.8876 -0.19 0.20 0.02
H -4.4194 2.5214 -4.2752 0.06 -0.01 0.04
H -2.4726 0.1462 0.7559 -0.01 -0.08 0.00
C -0.2697 1.2287 2.8955 0.08 -0.05 -0.04
S 0.8917 3.2205 0.6638 -0.03 0.20 -0.08
C 1.2138 1.0708 3.1123 -0.09 -0.20 0.01
Fe 0.5353 -0.4180 0.6984 0.27 -1.06 -0.22
C 0.9171 -2.3222 3.1706 0.07 -0.04 0.11
C -1.8066 -4.0610 -1.8192 0.09 0.05 0.03
C -2.0964 0.6983 1.6018 -0.03 -0.12 0.12
C 0.7761 2.1885 -2.5909 -0.07 -0.03 -0.03
C 0.6125 -3.3925 4.0236 -0.01 -0.07 -0.05
C -0.3286 -3.2223 1.4872 0.03 -0.14 0.07
C 3.7496 -1.0194 -2.1588 0.04 -0.01 0.00
C -1.8229 -5.3202 0.3471 -0.01 -0.12 0.09
H -0.4638 -0.9784 -2.2705 0.06 0.02 -0.01
O 0.0803 0.7236 -0.8880 -0.29 -0.29 -0.26
S 2.1643 3.1688 -2.3278 0.00 -0.01 0.01
C 3.0470 0.4364 1.7317 -0.28 -0.08 0.11
H 1.5654 -1.5286 3.5068 0.07 0.12 -0.03
C 3.3466 -0.1574 0.3782 -0.01 -0.03 -0.02
C -0.6620 -4.3539 2.2446 0.06 0.16 -0.02
H -1.6836 -6.2667 2.2395 -0.03 0.03 -0.02
H -3.9553 1.6615 2.0237 0.04 -0.01 0.00
N 1.7412 0.4018 1.9561 0.03 0.27 0.15
H 3.8469 -1.3640 -3.1790 0.01 0.01 0.01
N 0.4608 -2.2221 1.9399 -0.19 0.26 0.08
H 0.5195 4.9803 2.3169 -0.02 -0.03 -0.06
C -2.3759 2.2609 3.3701 0.04 -0.02 0.01
H 5.3365 0.5571 0.3807 -0.02 0.00 -0.02
O 3.9333 0.8984 2.4549 0.06 0.03 -0.05
C -1.6447 1.7785 -2.2170 0.00 -0.14 0.15
H -0.5562 2.6654 4.4483 -0.02 -0.02 -0.02
S -2.1455 2.8729 -3.4469 -0.02 0.05 0.01
C -1.0343 2.0994 3.6585 -0.06 -0.06 0.06
H 1.3765 0.5056 4.0423 0.02 -0.03 0.04
N 2.3320 -0.7877 -0.2457 0.28 0.43 -0.04
H 2.2482 1.5658 -5.5410 -0.01 0.01 0.06
N -0.4429 -2.0001 -0.5195 -0.23 0.51 -0.29
C -3.6924 2.1495 -3.5682 -0.05 0.02 -0.04